ORCA calculation (wB97M-V/def2-TZVPD) on a molecular structure, B3CoF14NO4S2.

```
25
Properties=species:S:1:pos:R:3:forces:R:3
Co -0.46029 0.27504 -0.11196 -0.97 -0.39 0.14
N 1.34944 -0.60305 0.40416 1.85 -1.42 0.36
S 2.68777 0.16422 0.87380 0.10 2.61 -0.10
O 3.77463 0.01480 -0.03065 0.31 -0.47 -0.07
O 2.96020 0.15091 2.26698 -0.16 -0.30 0.30
F 2.18063 1.63770 0.58874 -0.27 -0.35 0.16
S 1.88956 -2.17193 0.25206 -2.20 -0.25 -0.98
O 2.28340 -2.73515 1.49606 0.33 0.07 0.06
O 2.62269 -2.42341 -0.93651 0.45 0.02 0.10
F 0.48560 -2.79595 -0.07452 0.11 0.06 0.40
B -2.73579 -0.84555 -1.20706 -0.39 -0.23 -0.07
F -3.74177 -1.67215 -0.71835 0.27 0.19 -0.05
F -2.93917 -0.54641 -2.54488 0.09 -0.02 0.27
F -2.62389 0.35256 -0.42203 0.01 0.05 -0.18
F -1.44145 -1.45122 -1.00862 -0.13 0.09 -0.04
B -1.30319 0.78423 2.48100 -1.42 0.39 0.22
F -0.65692 1.68306 1.55469 0.37 -0.30 0.13
F -1.26483 -0.48163 1.80369 0.33 0.12 0.09
F -0.70380 0.75498 3.71776 0.29 -0.09 -0.27
F -2.64739 1.18982 2.60567 0.57 -0.17 0.00
B 0.04087 1.79904 -2.23776 1.30 -0.35 -0.37
F 1.34901 2.25825 -2.09565 -0.38 0.40 -0.03
F -0.75278 2.16160 -1.11525 0.09 0.03 0.00
F -0.50764 2.15493 -3.43540 -0.27 0.07 0.00
F 0.15511 0.34531 -2.10597 -0.29 0.23 -0.07
```
Forces are in eV/Å.

spin multiplicity	4
HOMO-LUMO gap (alpha / beta)	0.3692 / 0.3658	Ha
HOMO level (alpha / beta)	-4.9 / -4.9	eV
total charge	-2

ORCA calculation (wB97M-V/def2-TZVPD) on a molecular structure, B3F12Sn.

```
16
Properties=species:S:1:pos:R:3:forces:R:3
Sn 0.12987 0.83223 -0.71252 -0.23 -0.51 0.41
B 2.98734 2.60784 -4.52178 0.43 -1.75 -0.71
F 2.29005 3.49476 -3.80945 -1.45 2.60 1.89
F 3.54456 3.14960 -5.65045 0.12 0.15 -0.62
F 3.96570 2.03456 -3.71431 0.66 -0.44 0.53
F 2.02083 1.59511 -4.81291 -0.24 -0.83 -0.41
B -4.11517 0.34198 1.85929 0.63 -1.22 0.88
F -4.08048 1.36719 0.93409 0.28 0.84 -1.30
F -3.09665 0.51240 2.77964 1.24 1.08 0.96
F -5.31146 0.27623 2.48989 -1.53 0.26 0.47
F -3.81511 -0.90696 1.31478 0.00 -0.70 -1.57
B 1.09465 -3.06431 2.78111 -1.52 0.25 0.83
F 0.82641 -4.02247 3.73456 -0.74 -0.36 0.63
F 2.33170 -3.23611 2.35996 3.74 -0.01 -1.10
F 0.28599 -3.22647 1.64084 -1.12 0.42 -0.60
F 0.94177 -1.75557 3.32727 -0.27 0.20 -0.29
```
Forces are in eV/Å.

HOMO-LUMO gap	0.1069	Ha
HOMO level	-8.8	eV
total charge	-1

ORCA calculation (wB97M-V/def2-TZVPD) on a molecular structure, B3H12Tl.

```
16
Properties=species:S:1:pos:R:3:forces:R:3
Tl 0.16944 -0.61668 -0.31281 -0.28 1.53 0.95
B -1.86513 1.37308 -1.12564 1.98 0.48 1.05
H -2.14742 0.28266 -0.85434 -1.00 -2.41 1.08
H -1.70217 2.04194 -0.22234 0.46 0.38 1.92
H -0.90576 1.49722 -1.74520 1.65 0.64 -1.71
H -2.80941 1.67246 -1.69649 -1.41 -0.40 -1.91
B -1.07176 -0.76528 2.25922 1.74 0.46 -2.64
H -1.77266 -0.99552 1.37556 -1.85 -0.36 -1.50
H -1.65880 -0.87469 3.23309 -1.00 -0.49 1.63
H -0.19444 -1.50947 2.21026 1.80 -1.82 0.50
H -0.60088 0.26798 2.12729 0.57 2.17 -0.02
B 2.92358 -0.47120 -1.03367 -3.48 -0.01 0.70
H 4.02404 -0.41907 -1.33526 1.88 -0.01 -0.52
H 2.26589 -0.52416 -1.97477 -0.92 -0.11 -2.32
H 2.75470 -1.43407 -0.42726 0.07 -1.99 1.46
H 2.59077 0.47479 -0.47763 -0.19 1.94 1.33
```
Forces are in eV/Å.

HOMO-LUMO gap	0.1865	Ha
HOMO level	-11.2	eV

ORCA calculation (wB97M-V/def2-TZVPD) on a molecular structure, BCuH14O5.

```
21
Properties=species:S:1:pos:R:3:forces:R:3
Cu 0.00816 -0.10789 0.03993 0.80 -0.88 0.08
B 1.64406 -1.58989 -0.54326 -0.76 1.37 -0.13
H 2.37765 -2.35371 -0.74980 2.50 -2.70 -0.27
H 1.64208 -0.83325 -1.31250 0.12 2.70 -3.42
H 0.67597 -2.06480 -0.50439 -4.08 -2.18 -0.01
H 1.80673 -1.02821 0.36354 1.29 1.96 4.09
O -1.44107 1.46451 0.59421 0.22 -0.06 -0.38
H -2.32335 1.43369 0.96417 -0.29 -0.37 0.14
H -1.25849 2.39794 0.48646 0.28 0.30 -0.12
O 1.43141 1.64094 -0.21204 -0.51 0.04 0.07
H 1.27109 2.36677 -0.81511 -0.04 0.21 -0.31
H 2.12972 1.95566 0.36202 0.39 -0.16 0.25
O -1.75161 -1.42955 0.28040 -0.06 0.44 -0.14
H -2.27826 -1.40038 -0.51835 -0.13 -0.16 -0.37
H -2.28315 -1.92908 0.90021 0.06 -0.26 0.40
O 0.14880 -0.06201 2.22669 0.07 -0.06 -0.09
H 0.77661 0.47694 2.70797 0.39 0.13 0.02
H -0.44559 -0.39586 2.89862 -0.27 -0.27 0.08
O -0.63031 0.34748 -2.03326 -0.10 0.10 0.32
H -0.01891 0.72396 -2.66626 0.53 -0.16 -0.19
H -1.48156 0.38673 -2.46923 -0.39 0.00 -0.02
```
Forces are in eV/Å.

spin multiplicity	2
HOMO-LUMO gap (alpha / beta)	0.3483 / 0.2618	Ha
HOMO level (alpha / beta)	-13.2 / -13.1	eV
total charge	+1

Relative energy (zero: lowest compared OMol25 entry of this formula, charge and spin) across the listed records, respectively: 0.0; 810.1; 99.2; 166.2 kJ/mol.